1.
C2H4NO2 | the ωB97M-V functional and the def2-TZVPD basis

The geometry in XYZ format:
```
9
C2H4NO2 the ωB97M-V functional and the def2-TZVPD basis
C 1.406 0.129 0.230
C 0.066 -0.478 0.443
N -0.960 0.266 -0.230
O 2.193 0.981 0.414
O 1.034 -0.807 -0.604
H -0.109 -1.578 1.077
H -0.908 1.180 0.072
H -1.938 -0.093 -0.170
H -0.784 0.399 -1.231
```

Its total energy is -7713.635 eV. The HOMO energy comes out at -15.96 eV. The strongest force on any atom is 5.1 eV Å⁻¹. As for the gap between HOMO and LUMO: 11.539 eV. Its LUMO energy is -4.42 eV. As for the net charge: +1. The SMILES is [NH3+][C@H]1OC1=O.

***

2.
C2H4NO2P | the ωB97M-V functional and the def2-TZVPD basis

The geometry in XYZ format:
```
10
C2H4NO2P the ωB97M-V functional and the def2-TZVPD basis
C -0.455 -0.601 0.437
C -0.589 0.743 -0.309
N 0.928 -1.020 0.445
O 0.445 1.579 0.031
O 1.561 -0.814 -0.869
P 2.055 0.224 0.241
H -0.737 -0.505 1.490
H -1.072 -1.369 -0.032
H -0.604 0.531 -1.391
H -1.532 1.232 -0.043
```

Its total energy is -17009.918 eV. The HOMO energy comes out at -9.85 eV. The strongest force on any atom is 4.2 eV Å⁻¹. As for the gap between HOMO and LUMO: 9.913 eV. Its LUMO energy is 0.06 eV. As for the net charge: 0. The SMILES is C1Cn2op2O1.

***

3.
C2H4NO2P | the ωB97M-V functional and the def2-TZVPD basis

The geometry in XYZ format:
```
10
C2H4NO2P the ωB97M-V functional and the def2-TZVPD basis
C -1.010 -0.310 -0.120
C -0.500 1.128 -0.465
N 0.055 -1.095 0.252
O -2.120 -0.700 -0.121
O 1.266 0.984 -0.138
P 1.636 -0.575 -0.018
H -0.630 1.245 -1.511
H -0.713 1.992 0.129
H -0.260 -2.023 0.620
H 2.276 -0.646 1.373
```

Its total energy is -17011.409 eV. The HOMO energy comes out at -8.41 eV. The strongest force on any atom is 4.3 eV Å⁻¹. As for the gap between HOMO and LUMO: 8.696 eV. Its LUMO energy is 0.28 eV. As for the net charge: 0.

***

4.
C2H4NO3 | the ωB97M-V functional and the def2-TZVPD basis

The geometry in XYZ format:
```
10
C2H4NO3 the ωB97M-V functional and the def2-TZVPD basis
C -0.039 0.209 -0.465
C -1.304 -0.525 -0.171
N 0.873 0.091 0.710
O 2.255 0.681 0.407
O 0.696 -0.825 1.558
O 0.109 1.042 -1.416
H -2.010 0.255 0.056
H -1.556 -1.104 -1.073
H -0.968 -1.180 0.684
H 1.944 1.357 -0.289
```

Its total energy is -9768.663 eV. The HOMO energy (spin up / spin down) comes out at -1.87 / -1.87 eV. The strongest force on any atom is 6.0 eV Å⁻¹. As for the gap between HOMO and LUMO (spin up / spin down): 6.289 / 6.290 eV. Its LUMO energy (spin up / spin down) is 4.42 / 4.42 eV. As for the net charge: -1. The SMILES is CC(=O)N([O-])O.

***

5.
C2H4NO3 | the ωB97M-V functional and the def2-TZVPD basis

The geometry in XYZ format:
```
10
C2H4NO3 the ωB97M-V functional and the def2-TZVPD basis
C 0.356 2.104 0.436
C 0.309 -1.357 -0.580
N -0.824 -0.714 0.096
O -1.516 -1.303 1.004
O 1.446 2.198 0.917
O -1.147 0.414 -0.359
H -0.211 3.134 0.623
H 1.164 -1.055 -0.140
H 0.226 -2.521 -0.345
H 0.198 -0.900 -1.653
```

Its total energy is -9765.863 eV. The HOMO energy (spin up / spin down) comes out at -2.52 / -1.02 eV. The strongest force on any atom is 4.7 eV Å⁻¹. As for the gap between HOMO and LUMO (spin up / spin down): 6.750 / 5.250 eV. Its LUMO energy (spin up / spin down) is 4.23 / 4.23 eV. As for the net charge: -1.

***

6.
C2H4NO3P | the ωB97M-V functional and the def2-TZVPD basis

The geometry in XYZ format:
```
11
C2H4NO3P the ωB97M-V functional and the def2-TZVPD basis
C 0.926 -1.766 0.068
C -0.102 -0.804 0.503
N 0.559 0.388 0.912
O 0.983 -2.938 -0.078
O 3.105 1.369 0.095
O 2.158 -0.994 -0.265
P 1.926 0.599 -0.045
H -0.703 -0.600 -0.409
H -0.838 -1.425 1.160
H -0.127 1.122 0.835
H 0.206 0.711 -1.877
```

Its total energy is -19057.860 eV. The HOMO energy (spin up / spin down) comes out at -9.07 / -9.88 eV. The strongest force on any atom is 6.2 eV Å⁻¹. As for the gap between HOMO and LUMO (spin up / spin down): 7.917 / 8.755 eV. Its LUMO energy (spin up / spin down) is -1.15 / -1.12 eV. As for the net charge: 0.

***

7.
C2H4NO3S | the ωB97M-V functional and the def2-TZVPD basis

The geometry in XYZ format:
```
11
C2H4NO3S the ωB97M-V functional and the def2-TZVPD basis
C -0.993 -0.997 0.422
C -0.251 -0.141 -0.428
N 2.234 -0.286 0.653
O 3.583 0.307 -1.495
O 4.813 -0.312 0.640
O -1.196 -2.166 0.255
S 3.528 -0.080 -0.072
H -1.356 -0.661 1.559
H 0.842 -0.064 -0.035
H -0.532 0.998 -0.557
H -0.099 -0.615 -1.361
```

Its total energy is -20605.276 eV. The HOMO energy comes out at -4.48 eV. The strongest force on any atom is 4.4 eV Å⁻¹. As for the gap between HOMO and LUMO: 8.395 eV. Its LUMO energy is 3.92 eV. As for the net charge: -1.

***

8.
C2H4NO5P | the ωB97M-V functional and the def2-TZVPD basis

The geometry in XYZ format:
```
13
C2H4NO5P the ωB97M-V functional and the def2-TZVPD basis
C -2.044 -1.588 0.162
C 0.375 0.657 -0.717
N -0.967 0.239 -0.941
O -2.953 1.836 -0.701
O -1.698 1.317 1.498
O -2.521 -2.773 0.184
O -3.001 -0.514 0.219
O -1.198 -1.272 -0.954
P -2.200 0.872 0.138
H -1.379 -1.428 1.048
H 0.407 1.051 0.318
H 1.061 -0.081 -0.892
H 0.557 1.567 -1.505
```

Its total energy is -23154.887 eV. The HOMO energy comes out at 0.16 eV. The strongest force on any atom is 4.2 eV Å⁻¹. As for the gap between HOMO and LUMO: 6.719 eV. Its LUMO energy is 6.88 eV. As for the net charge: -2.

***

9.
C2H4NOS2 | the ωB97M-V functional and the def2-TZVPD basis

The geometry in XYZ format:
```
10
C2H4NOS2 the ωB97M-V functional and the def2-TZVPD basis
C 1.093 2.212 0.387
C -0.949 -1.501 -0.840
N 0.353 0.036 1.023
O 2.200 2.008 0.649
S -0.135 3.059 -0.155
S -0.619 -1.339 1.004
H -1.070 -2.515 -1.241
H -0.204 -0.871 -1.311
H -1.984 -1.048 -0.885
H 1.316 -0.041 1.369
```

Its total energy is -27346.396 eV. The HOMO energy comes out at -2.30 eV. The strongest force on any atom is 2.3 eV Å⁻¹. As for the gap between HOMO and LUMO: 5.676 eV. Its LUMO energy is 3.37 eV. As for the net charge: -1.

***

10.
C2H4NP | the ωB97M-V functional and the def2-TZVPD basis

The geometry in XYZ format:
```
8
C2H4NP the ωB97M-V functional and the def2-TZVPD basis
C -0.170 0.418 0.305
C 0.788 -0.500 0.762
N -0.118 1.249 -1.924
P -1.053 0.577 -1.058
H 1.777 -0.013 1.131
H 0.786 -1.379 0.206
H 0.440 -0.734 1.711
H -2.450 0.382 -1.134
```

Its total energy is -12910.475 eV. The HOMO energy comes out at -8.30 eV. The strongest force on any atom is 5.3 eV Å⁻¹. As for the gap between HOMO and LUMO: 7.425 eV. Its LUMO energy is -0.88 eV. As for the net charge: 0.

***

11.
C2H4NP | the ωB97M-V functional and the def2-TZVPD basis

The geometry in XYZ format:
```
8
C2H4NP the ωB97M-V functional and the def2-TZVPD basis
C 0.383 0.297 0.029
C -1.036 0.014 0.355
N 1.079 1.325 -0.122
P 1.916 -0.748 0.020
H -1.526 0.995 0.638
H -1.011 -0.746 0.987
H -1.655 -0.086 -0.609
H 1.852 -1.051 -1.297
```

Its total energy is -12914.768 eV. The HOMO energy comes out at -8.98 eV. The strongest force on any atom is 7.2 eV Å⁻¹. As for the gap between HOMO and LUMO: 8.695 eV. Its LUMO energy is -0.28 eV. As for the net charge: 0.

***

12.
C2H4NP | the ωB97M-V functional and the def2-TZVPD basis

The geometry in XYZ format:
```
8
C2H4NP the ωB97M-V functional and the def2-TZVPD basis
C -1.094 -1.009 -0.139
C -1.219 1.031 -0.310
N -0.253 0.023 -0.086
P 1.460 -0.008 -0.222
H -2.045 -0.373 -0.368
H -1.044 1.294 -1.425
H 1.449 -1.356 -0.007
H 1.670 0.510 1.003
```

Its total energy is -12910.626 eV. The HOMO energy comes out at -8.60 eV. The strongest force on any atom is 2.6 eV Å⁻¹. As for the gap between HOMO and LUMO: 8.836 eV. Its LUMO energy is 0.24 eV. As for the net charge: 0.

***

13.
C2H4NP | the ωB97M-V functional and the def2-TZVPD basis

The geometry in XYZ format:
```
8
C2H4NP the ωB97M-V functional and the def2-TZVPD basis
C -0.576 0.513 -0.216
C 0.445 -0.757 -0.537
N -1.798 0.829 -0.163
P 1.321 0.945 -0.086
H 0.221 -1.467 0.323
H 0.586 -1.297 -1.426
H -2.020 1.924 -0.076
H 1.355 0.804 1.219
```

Its total energy is -12914.436 eV. The HOMO energy comes out at -8.62 eV. The strongest force on any atom is 5.8 eV Å⁻¹. As for the gap between HOMO and LUMO: 9.461 eV. Its LUMO energy is 0.85 eV. As for the net charge: 0. The SMILES is [H]/N=C1/CP1.

***

14.
C2H4NP | the ωB97M-V functional and the def2-TZVPD basis

The geometry in XYZ format:
```
8
C2H4NP the ωB97M-V functional and the def2-TZVPD basis
C -0.195 -1.041 0.700
C -0.550 -0.771 -0.454
N 0.824 -0.462 -0.186
P 1.162 1.216 -0.002
H -0.495 -1.479 1.761
H -1.203 -0.791 -1.375
H 0.060 1.742 0.752
H 0.397 1.587 -1.197
```

Its total energy is -12912.809 eV. The HOMO energy comes out at -8.42 eV. The strongest force on any atom is 6.2 eV Å⁻¹. As for the gap between HOMO and LUMO: 9.530 eV. Its LUMO energy is 1.11 eV. As for the net charge: 0. The SMILES is PN1C=C1.

***

15.
C2H4NP | the ωB97M-V functional and the def2-TZVPD basis

The geometry in XYZ format:
```
8
C2H4NP the ωB97M-V functional and the def2-TZVPD basis
C 0.965 -0.198 0.006
C -0.139 0.826 -0.096
N -1.409 0.680 0.156
P 2.708 0.246 0.048
H 0.710 -0.921 0.744
H 0.719 -0.793 -0.920
H 0.406 1.742 -0.514
H -1.590 -0.216 0.637
```

Its total energy is -12913.985 eV. The HOMO energy (spin up / spin down) comes out at -8.55 / -8.61 eV. The strongest force on any atom is 2.9 eV Å⁻¹. As for the gap between HOMO and LUMO (spin up / spin down): 7.134 / 7.173 eV. Its LUMO energy (spin up / spin down) is -1.42 / -1.43 eV. As for the net charge: 0.

***

16.
C2H4NaO | the ωB97M-V functional and the def2-TZVPD basis

The geometry in XYZ format:
```
8
C2H4NaO the ωB97M-V functional and the def2-TZVPD basis
C 0.054 -1.189 -0.876
C -0.413 -0.109 -0.214
O 0.396 1.489 1.609
H -0.565 -1.664 -1.658
H -1.473 0.133 -0.438
H -0.262 2.069 2.031
Na 1.682 1.472 -0.143
H 0.581 -2.201 -0.311
```

Its total energy is -8598.052 eV. The HOMO energy (spin up / spin down) comes out at -0.76 / -0.76 eV. The strongest force on any atom is 3.6 eV Å⁻¹. As for the gap between HOMO and LUMO (spin up / spin down): 3.097 / 3.094 eV. Its LUMO energy (spin up / spin down) is 2.34 / 2.34 eV. As for the net charge: -1.

***

17.
C2H4O2 | the ωB97M-V functional and the def2-TZVPD basis

The geometry in XYZ format:
```
8
C2H4O2 the ωB97M-V functional and the def2-TZVPD basis
C 0.509 0.752 0.523
C -0.497 -0.898 -0.661
H 0.361 0.363 1.585
H 1.458 1.043 0.493
H -0.485 1.373 0.197
H -0.414 -1.607 -1.700
O 0.694 -0.374 -0.194
O -1.625 -0.652 -0.242
```

Its total energy is -6231.981 eV. The HOMO energy comes out at -10.89 eV. The strongest force on any atom is 6.4 eV Å⁻¹. As for the gap between HOMO and LUMO: 11.877 eV. Its LUMO energy is 0.99 eV. As for the net charge: 0. The SMILES is COC=O.

***

18.
C2H4O2 | the ωB97M-V functional and the def2-TZVPD basis

The geometry in XYZ format:
```
8
C2H4O2 the ωB97M-V functional and the def2-TZVPD basis
O -1.366 0.277 -0.173
C -0.334 -0.612 -0.025
C 1.139 0.523 -0.016
O 0.800 1.635 0.265
H -1.004 1.121 0.168
H -0.286 -1.119 0.961
H -0.380 -1.392 -0.822
H 1.432 -0.432 -0.358
```

Its total energy is -6229.889 eV. The HOMO energy comes out at -8.62 eV. The strongest force on any atom is 4.6 eV Å⁻¹. As for the gap between HOMO and LUMO: 9.059 eV. Its LUMO energy is 0.44 eV. As for the net charge: 0. The SMILES is O=CCO.

***

19.
C2H4O2 | the ωB97M-V functional and the def2-TZVPD basis

The geometry in XYZ format:
```
8
C2H4O2 the ωB97M-V functional and the def2-TZVPD basis
C 1.007 -0.111 -0.001
C -0.520 -0.201 0.048
H 1.274 0.867 -0.178
H 1.449 -0.742 -0.655
H 1.083 -0.454 0.998
H -1.978 0.782 -0.285
O -1.052 1.028 0.058
O -1.263 -1.168 0.014
```

Its total energy is -6233.580 eV. The HOMO energy comes out at -10.61 eV. The strongest force on any atom is 4.3 eV Å⁻¹. As for the gap between HOMO and LUMO: 11.391 eV. Its LUMO energy is 0.78 eV. As for the net charge: 0. The SMILES is CC(=O)O.

***

20.
C2H4O2 | the ωB97M-V functional and the def2-TZVPD basis

The geometry in XYZ format:
```
8
C2H4O2 the ωB97M-V functional and the def2-TZVPD basis
C 1.008 -0.153 0.040
C -0.314 -0.820 -0.153
H -0.466 1.109 0.560
H 1.238 -0.503 1.154
H 2.053 -0.482 -0.513
H -0.397 -1.966 -0.248
O 0.486 1.172 0.037
O -1.310 -0.212 -0.072
```

Its total energy is -6231.322 eV. The HOMO energy comes out at -10.18 eV. The strongest force on any atom is 5.9 eV Å⁻¹. As for the gap between HOMO and LUMO: 11.054 eV. Its LUMO energy is 0.87 eV. As for the net charge: 0. The SMILES is O=CCO.